[1]
Formula: C27H27N2RuS5Si
Source: OMol25
Level of theory: wB97M-V/def2-TZVPD

The multiplicity is 2. As for the total energy: -96056.968 eV. The value obtained for the gap between HOMO and LUMO (alpha / beta) is 7.38 / 6.00 eV. Its energy above the lowest of the compared OMol25 structures with the same formula, charge and spin is 61.7 kJ/mol. For the HOMO energy (alpha / beta), the calculation gives -7.45 / -7.15 eV.

CARTESIAN COORDINATES (ANGSTROEM)
Ru  -0.51  0.29  0.29
S  0.12  -0.15  2.54
C  0.61  1.37  3.31
C  1.89  1.88  3.09
C  2.32  3.03  3.74
C  1.46  3.70  4.61
C  0.19  3.21  4.82
C  -0.24  2.05  4.18
S  -1.90  1.48  4.47
C  -2.57  1.71  2.79
C  -3.03  0.51  2.01
C  -4.10  -0.25  2.50
C  -4.72  -1.17  1.68
C  -4.35  -1.22  0.33
C  -3.31  -0.43  -0.08
C  -3.06  -0.18  -1.55
S  -1.31  0.17  -1.94
C  -1.33  1.86  -2.51
C  -1.68  2.11  -3.83
C  -1.68  3.41  -4.31
C  -1.31  4.44  -3.45
C  -0.94  4.18  -2.15
C  -0.93  2.88  -1.64
S  -0.41  2.63  0.02
N  -2.57  0.30  0.77
H  2.56  1.35  2.43
H  3.32  3.41  3.56
H  1.79  4.60  5.12
H  -0.50  3.73  5.48
H  -1.90  2.31  2.20
H  -3.49  2.29  2.94
H  -4.42  -0.11  3.52
H  -5.52  -1.80  2.05
H  -4.89  -1.84  -0.37
H  -3.60  0.72  -1.82
H  -3.42  -1.00  -2.17
H  -1.95  1.28  -4.48
H  -1.95  3.61  -5.34
H  -1.30  5.46  -3.81
H  -0.64  4.99  -1.50
C  3.04  -4.80  0.28
Si  2.51  -4.02  -1.34
C  3.80  -4.35  -2.66
C  0.89  -4.74  -1.92
C  2.45  -2.14  -1.08
C  3.56  -1.36  -1.35
C  3.57  0.02  -1.14
C  2.44  0.62  -0.64
N  1.36  -0.12  -0.36
C  1.33  -1.46  -0.56
S  -0.21  -2.08  -0.03
H  3.12  -5.88  0.19
H  2.31  -4.58  1.06
H  4.00  -4.41  0.61
H  3.87  -5.43  -2.83
H  4.80  -4.01  -2.38
H  3.53  -3.88  -3.61
H  1.05  -5.78  -2.21
H  0.50  -4.20  -2.79
H  0.12  -4.71  -1.15
H  4.46  -1.82  -1.75
H  4.45  0.61  -1.36
H  2.34  1.68  -0.45

=====

[2]
Formula: C6H17N2OP
Source: OMol25
Level of theory: wB97M-V/def2-TZVPD

As for the total energy: -20814.793 eV. As for the SMILES: CN(C)[P@@](N)(=O)C(C)(C)C. The value obtained for the gap between HOMO and LUMO is 9.64 eV. Its energy above the lowest of the compared OMol25 structures with the same formula, charge and spin is 58.2 kJ/mol. For the HOMO energy, the calculation gives -8.87 eV.

CARTESIAN COORDINATES (ANGSTROEM)
C  1.86  -1.13  0.91
N  1.63  -0.36  -0.28
C  2.81  -0.05  -1.00
P  0.40  0.71  -0.46
N  0.87  2.05  0.36
O  0.29  1.07  -1.88
C  -1.25  0.27  0.18
C  -2.08  1.38  -0.37
C  -1.68  -1.08  -0.49
C  -1.37  0.18  1.72
H  0.97  -1.69  1.22
H  2.74  -1.70  0.74
H  2.02  -0.33  1.73
H  2.53  0.69  -1.80
H  3.67  0.51  -0.48
H  3.38  -0.88  -1.49
H  0.89  2.02  1.34
H  1.01  2.88  -0.15
H  -1.69  2.35  -0.26
H  -2.43  1.23  -1.38
H  -3.17  1.31  0.06
H  -1.49  -1.89  0.23
H  -1.00  -1.12  -1.30
H  -2.74  -1.11  -0.64
H  -1.10  -0.87  2.10
H  -0.77  0.95  2.25
H  -2.44  0.36  1.98

=====

[3]
Formula: C3H8N2O2S
Source: OMol25
Level of theory: wB97M-V/def2-TZVPD

As for the total energy: -21146.562 eV. The value obtained for the gap between HOMO and LUMO is 10.01 eV. Its energy above the lowest of the compared OMol25 structures with the same formula, charge and spin is 413.3 kJ/mol. For the HOMO energy, the calculation gives -9.58 eV.

CARTESIAN COORDINATES (ANGSTROEM)
C  0.63  -1.90  -1.08
C  1.42  -0.90  -0.11
C  -1.54  1.15  0.09
H  1.41  -2.23  -1.94
H  0.35  -2.93  -0.23
H  -0.27  -1.39  -1.51
H  2.59  -0.96  -0.22
H  1.08  -1.01  0.99
H  -0.89  0.94  -1.68
H  -2.16  1.57  2.03
H  0.62  1.19  1.74
N  -0.43  1.26  -0.76
N  -1.36  1.31  1.42
O  -2.60  0.92  -0.32
O  -0.14  2.10  2.01
S  1.29  0.89  -0.41